The following is a quantum chemistry calculation of 2 unconnected molecules or ions with the total composition C5H14NO2, from the OMol25 dataset.

As for the charge: -1. The HOMO energy is -0.1170 Ha. The orbital gap comes out at 7.37 eV. The energy above the lowest of the compared OMol25 structures with the same formula, charge and spin is 273.85 kJ/mol.

Each line ends with the Löwdin charge.
Cartesian coordinates (Å):
C (1.313, 0.162, 1.426)  -0.415
O (0.100, 0.668, 1.669)  -0.342
C (1.566, -0.056, -0.206)  -0.213
C (0.956, -1.233, -1.017)  -0.219
C (-0.501, -0.746, -1.264)  -0.240
C (-2.467, -0.135, 0.269)  -0.125
N (-1.610, -1.230, -0.338)  -0.118
H (1.934, 0.992, 1.646)  0.053
H (1.490, -0.822, 2.034)  0.101
H (2.640, -0.050, -0.343)  0.074
H (1.089, 0.805, -0.590)  0.023
H (1.614, -1.291, -2.017)  0.118
H (1.204, -2.266, -0.650)  0.093
H (-0.897, -1.034, -2.283)  0.089
H (-0.273, 0.447, -1.267)  0.129
H (-2.759, 0.466, -0.621)  0.083
H (-1.976, 0.340, 1.086)  0.032
H (-3.270, -0.651, 0.747)  0.042
H (-1.313, -1.682, 0.479)  0.049
H (0.015, 1.685, 0.586)  -0.028
H (1.063, 2.939, 0.402)  0.041
O (0.083, 2.691, 0.254)  -0.227